Below is an isolated molecule of C5H7N in a non-equilibrium geometry, with properties calculated with ωB97M-V with the def2-TZVPD basis set.

Values from the calculation:
Energy relative to the best compared isomer or geometry (same formula, charge and spin), eV: 5.546
Strongest force on any atom, eV/A: 1.1
Calculated total energy, eV: -6782.967

Last column: Mulliken charge in e.
Atoms and positions in Å:
C1 -0.913 0.960 -0.059  -0.623
C2 -1.073 -0.543 -0.109  -0.113
C3 0.261 0.587 -0.849  -0.445
C4 1.160 -0.369 -0.068  0.269
N1 1.649 0.156 1.142  -0.667
C5 0.053 -1.267 0.296  -0.687
H1 -1.672 1.507 -0.619  0.284
H2 -0.791 1.379 0.943  0.199
H3 -2.041 -0.980 -0.343  0.399
H4 0.424 0.960 -1.859  0.336
H5 1.943 -0.819 -0.688  0.364
H6 0.908 0.719 1.560  0.291
H7 0.091 -2.290 0.653  0.394